Below is 7 unconnected molecules or ions with the total composition C33H36F40O9S2, with properties calculated with wB97M-V/def2-TZVPD.

Its energy above the lowest of the compared OMol25 structures with the same formula, charge and spin is 0.00 kcal per mole. The orbital gap is 9.917 eV. Its structure (SMILES) is FC(F)C(F)(F)COC(F)(F)C(F)F.FC(F)C(F)(F)COC(F)(F)C(F)F.FC(F)C(F)(F)COC(F)(F)C(F)F.FC(F)C(F)(F)COC(F)(F)C(F)F.FC(F)C(F)(F)COC(F)(F)C(F)F.O=S1(=O)CCCC1.O=S1(=O)CCCC1.

Last column: Löwdin charge in e.
CARTESIAN COORDINATES (ANGSTROEM)
C 4.3665 3.1625 0.6574  -0.214
C 5.5961 3.8671 1.1514  -0.235
C 6.8780 3.5795 0.3544  -0.179
S 6.4642 1.8648 -0.3274  0.759
O 6.8463 0.6388 0.5012  -0.378
O 6.9669 1.8336 -1.6854  -0.365
C 4.6227 2.0145 -0.2923  -0.201
H 3.8400 3.9023 0.0544  0.113
H 3.8549 2.8164 1.5555  0.109
H 5.8651 3.6063 2.1750  0.115
H 5.5907 4.9534 1.0617  0.114
H 7.8726 3.5391 0.7985  0.105
H 6.9484 4.1075 -0.5966  0.091
H 4.2405 1.0649 0.0822  0.066
H 4.1987 1.9981 -1.2964  0.102
C -0.2339 -1.6169 -2.9682  -0.193
C -0.6705 -1.8965 -1.5468  -0.252
C -0.7067 -0.5784 -0.7175  -0.142
S 0.9106 0.3463 -1.2659  0.686
O 1.9157 -0.0478 -0.3167  -0.314
O 0.6996 1.7236 -1.5768  -0.332
C 1.0045 -0.5755 -2.8479  -0.172
H -1.1180 -1.3113 -3.5277  0.107
H 0.2538 -2.4366 -3.4958  0.107
H 0.0789 -2.5764 -1.1414  0.102
H -1.5572 -2.5229 -1.6445  0.099
H -0.8127 -0.7243 0.3575  0.085
H -1.5953 -0.1386 -1.1703  0.096
H 1.9852 -1.0446 -2.7695  0.069
H 0.9415 0.1473 -3.6613  0.095
C -2.4274 -4.4023 -4.6641  -0.058
C -2.3686 -3.7476 -6.0529  -0.479
C -3.0118 -4.7750 -7.1125  -0.408
F -3.0801 -4.3966 -8.3479  0.150
F -2.5727 -5.9851 -6.9929  0.154
F -3.0101 -2.6210 -5.9807  0.171
F -1.0847 -3.4971 -6.3714  0.122
O -3.7486 -4.9425 -4.3405  -0.023
C -4.1011 -4.9803 -2.8833  -0.471
C -5.4808 -5.8215 -2.7415  -0.279
F -5.8882 -6.0259 -1.5244  0.135
F -6.5973 -5.2920 -3.3850  0.056
F -3.1796 -5.6836 -2.3073  0.192
F -4.2076 -3.7230 -2.4215  0.153
H -2.1342 -3.6753 -3.9067  0.114
H -1.6619 -5.1729 -4.5729  0.141
H -4.0524 -4.7913 -6.7885  0.159
H -5.3239 -6.7865 -3.2233  0.164
C -0.3841 3.6443 4.1616  0.006
C 0.6055 3.5132 3.0759  -0.517
C -0.0622 2.8942 1.8875  -0.373
F -0.4140 1.6048 2.0321  0.092
F -1.1863 3.3914 1.4468  0.129
F 0.8965 4.7473 2.6513  0.146
F 1.6789 2.7872 3.3807  0.168
O 0.2771 4.0554 5.4529  0.004
C -0.5252 4.7545 6.4279  -0.524
C 0.4184 4.9211 7.6053  -0.374
F 0.0669 5.7508 8.6236  0.097
F 0.5825 3.7747 8.1292  0.169
F -0.9754 5.9156 5.9859  0.168
F -1.6427 4.0841 6.7732  0.149
H -0.7919 2.6697 4.4297  0.155
H -1.1161 4.4133 3.9148  0.154
H 0.5443 2.9259 0.9824  0.160
H 1.3917 5.2553 7.2460  0.173
C 4.1969 -1.0773 2.4882  -0.078
C 3.4595 -1.9003 3.5000  -0.384
C 1.9743 -2.0825 3.1127  -0.346
F 1.3220 -0.9350 2.8727  0.103
F 1.8640 -2.8177 2.0324  0.124
F 3.9794 -3.1801 3.5891  0.087
F 3.6453 -1.3745 4.7807  0.088
O 3.8980 -1.2377 1.1171  -0.040
C 4.6524 -2.2031 0.2738  -0.491
C 4.0468 -2.4899 -1.0746  -0.250
F 2.7376 -2.8091 -1.1054  0.096
F 4.2390 -1.3987 -1.8798  0.065
F 5.8967 -1.6346 0.2257  0.117
F 4.7615 -3.2888 0.9170  0.226
H 5.2609 -1.2985 2.5721  0.152
H 3.9598 -0.0354 2.7035  0.152
H 1.4348 -2.6382 3.8797  0.169
H 4.4835 -3.2157 -1.7605  0.181
C 1.2811 6.1598 -4.5536  -0.040
C 2.5896 5.3442 -4.8648  -0.375
C 3.5649 5.0444 -3.6760  -0.373
F 4.1603 6.0594 -3.1500  0.152
F 3.0455 4.3794 -2.6433  0.086
F 2.4222 4.2663 -5.6809  0.119
F 3.4018 6.1940 -5.5560  0.083
O 0.6644 5.5120 -3.4814  -0.006
C -0.4972 6.0068 -2.9063  -0.503
C -1.0155 4.9965 -1.7973  -0.182
F -0.2619 5.0410 -0.6551  0.077
F -2.3490 5.3238 -1.4683  0.037
F -0.1846 7.2103 -2.4798  0.184
F -1.4394 6.0967 -3.9037  0.121
H 0.5762 6.0610 -5.3791  0.145
H 1.6031 7.1805 -4.3474  0.148
H 4.3454 4.3503 -3.9875  0.171
H -1.0605 3.9511 -2.1025  0.161
C -5.8511 -5.2078 3.2285  -0.056
C -6.9089 -5.8468 4.1359  -0.414
C -8.3961 -5.7393 3.5036  -0.225
F -8.3836 -5.9374 2.1397  0.076
F -9.1967 -6.7007 4.0934  0.060
F -6.5472 -7.1347 4.2461  0.123
F -6.8778 -5.3175 5.4154  0.100
O -5.8460 -3.7457 3.2316  -0.010
C -4.9337 -3.0069 2.3480  -0.378
C -3.9987 -2.0387 3.0341  -0.301
F -3.5445 -2.5227 4.1846  0.133
F -3.0010 -1.6214 2.1915  0.078
F -4.2348 -3.9094 1.5982  0.123
F -5.8681 -2.3524 1.4971  0.079
H -5.6510 -5.6933 2.2733  0.140
H -4.9013 -5.4285 3.7157  0.137
H -8.7085 -4.7535 3.8479  0.164
H -4.4898 -1.0821 3.2128  0.174